Formula: C23H30N3SSiTc
Source: the Open Molecules 2025 dataset
Level of theory: ωB97M-V with the def2-TZVPD basis set

Summary:
electronic energy: -1826.95508 a.u.
net charge: +1
gap between HOMO and LUMO (spin up / spin down): 6.81 / 7.35 eV
spin multiplicity: 2
HOMO level (spin up / spin down): -10.66 / -11.05 eV
⟨S²⟩: 0.842
ΔE to the lowest compared entry with this formula, charge and spin: 15.0 kcal/mol

Atoms and positions in Å:
H (4.74387, -2.14823, -0.86812)
H (1.98338, -5.08252, 0.59878)
C (2.84833, -4.68410, 0.06141)
C (1.44899, -1.34953, 2.90230)
H (3.75043, -1.45049, -2.15703)
H (-2.54995, 1.94245, 0.29231)
C (-4.30293, 0.38290, -0.63123)
H (-2.97070, -0.69818, 1.56128)
C (2.57200, 3.28444, -0.55368)
H (5.26782, 4.79633, 2.64041)
C (-2.59173, -1.06034, 0.60397)
H (1.27177, -4.28012, -2.57578)
H (4.38050, -3.09466, -2.31426)
C (2.89135, 3.84386, 2.09122)
C (-2.83931, -0.03873, -0.53190)
H (-7.98184, 1.55695, -1.02679)
C (3.96958, -2.36865, -1.60670)
H (-3.08741, -2.00050, 0.35747)
Tc (-0.14134, 1.70825, -0.10898)
H (0.43712, 0.51837, 3.24529)
C (-6.65512, 0.11151, -0.15987)
C (3.75435, 3.83742, -0.14843)
H (0.11400, -3.58620, -1.43590)
C (1.28916, -0.61548, 0.28537)
C (1.87130, -1.85727, 0.56079)
C (-2.42943, -0.70206, -1.86119)
N (1.55900, 2.98759, 0.28752)
C (1.94846, -2.19094, 1.91125)
H (0.86807, -2.56376, -2.66779)
C (-6.95668, 1.22686, -0.92433)
S (1.07470, 0.10233, -1.29388)
H (1.50800, -1.61236, 3.94932)
H (-1.52216, -1.24990, 0.70012)
C (3.96161, 4.11121, 1.21544)
H (-5.13487, -1.18023, 0.59483)
H (-3.07875, -1.55846, -2.04830)
C (0.85871, -0.16711, 2.52020)
H (4.53000, 4.05211, -0.87161)
N (0.79182, 0.19487, 1.23610)
N (5.13183, 4.59927, 1.66548)
H (-7.44877, -0.44083, 0.32661)
H (5.87454, 4.82961, 1.03045)
C (1.04287, -3.39229, -1.97934)
C (-5.33760, -0.30874, -0.01389)
H (-1.39436, -1.04204, -1.81399)
H (3.68200, -4.59958, 0.76396)
C (-1.95719, 1.13148, -0.18906)
C (1.74245, 3.29826, 1.59216)
H (3.13269, -5.42039, -0.69530)
H (-3.82328, 2.03843, -1.91172)
C (-4.62119, 1.49718, -1.40998)
H (-6.15704, 2.78778, -2.16278)
H (2.40825, 3.04719, -1.59677)
H (0.91346, 3.08945, 2.25870)
H (2.39112, -3.13889, 2.19681)
H (-2.52627, -0.00474, -2.69495)
H (2.97874, 4.06100, 3.14823)
C (-5.93197, 1.92104, -1.55393)
Si (2.44758, -3.07089, -0.79032)


Formula: C43H59IN4O5SSi
Source: the Open Molecules 2025 dataset
Level of theory: ωB97M-V with the def2-TZVPD basis set

Summary:
electronic energy: -3253.37662 a.u.
net charge: +2
gap between HOMO and LUMO: 2.52 eV
spin multiplicity: 1
HOMO level: -10.13 eV

Atoms and positions in Å:
O (-0.26149, 0.36966, 2.19809)
C (-1.89910, -1.06518, 9.23316)
I (-6.16525, 0.24570, 2.11851)
H (1.99837, 6.70087, -4.53015)
H (-5.61273, 6.21896, -1.73366)
C (6.52293, -0.75565, -4.77289)
C (4.64507, 0.63055, -3.41638)
C (0.26446, -0.96067, -3.23137)
C (5.35343, -1.05813, -5.83390)
H (-0.24220, -3.83423, 4.03245)
C (-2.38120, 1.51496, -0.21333)
C (3.33382, 0.02771, -2.81139)
H (-5.75942, -0.74067, -1.16315)
C (-1.12606, -0.84537, -0.03096)
C (-2.08855, -1.84467, 5.54951)
C (-0.26100, 1.05945, -1.89431)
O (-0.20298, -1.91996, 1.99094)
H (-0.22538, -5.80701, -2.58016)
H (-0.99124, 1.85064, 10.74588)
H (7.03055, -1.76244, -4.54189)
C (-0.48956, -0.80697, 1.43758)
H (-0.64133, -4.65247, 6.51111)
C (6.02962, -0.15543, -3.36542)
C (-2.61583, -1.58536, 10.31155)
S (0.48674, 3.16385, -3.83475)
H (-4.83333, 3.40145, -0.20646)
H (-1.34743, -4.47285, -3.33734)
H (4.70594, 5.31342, -3.61756)
H (-1.99601, 0.51680, 13.68422)
H (-5.27336, 7.40666, -0.63374)
C (-4.84251, 0.59251, 0.37117)
H (-0.56961, 0.12303, 3.10649)
C (-0.53374, -5.26093, -3.53973)
N (-1.51296, -3.05861, 5.49470)
C (-1.79104, -1.78223, 7.94598)
H (-0.88095, -0.99613, -3.15370)
C (5.34343, 0.06419, -7.01495)
C (-4.84779, -0.78682, -0.45305)
H (1.35566, -3.98961, -6.92833)
H (-1.79833, 2.05859, 12.80553)
C (-1.67549, 3.43333, -1.89993)
C (3.33834, 2.81606, -4.24187)
H (7.31215, -0.11057, -5.30535)
H (-0.71074, 0.63245, 8.60918)
C (-2.35738, 1.12484, 12.85465)
C (-3.98759, 5.24686, -1.12684)
H (0.13560, -5.32230, -6.62510)
H (-1.75790, 4.47092, -2.37394)
C (4.65931, 2.02862, -4.11928)
H (-3.42349, 1.33410, 12.95498)
C (-1.09266, -3.67211, 6.61746)
C (-5.23408, 6.27445, -0.61879)
C (-2.23546, -1.18979, 6.76260)
C (-2.73974, -0.85695, 11.48559)
H (0.07380, -2.95453, -2.19186)
H (6.00112, -0.98294, -2.58123)
C (-1.29993, 0.18418, 9.40380)
C (3.59689, 5.23343, -3.91387)
N (3.36598, 4.13311, -4.91037)
H (5.62119, 2.48431, -4.54692)
C (-0.56223, 2.48948, -2.44283)
C (-3.41190, 1.03667, 0.94145)
C (1.97157, 0.81391, -2.92398)
H (3.42391, -0.99505, -2.32525)
H (-1.74975, -3.12323, 3.39477)
H (6.83920, 0.59352, -3.01767)
H (-1.02631, -6.03465, -4.24182)
H (-2.99914, 0.16848, 1.55806)
H (-0.62866, -1.64111, -0.67422)
C (-3.79088, 3.85241, -0.13174)
H (3.59053, 7.50886, -3.84316)
H (2.06821, -6.70789, -5.12377)
H (-0.85851, -3.56934, 8.73615)
H (-2.70401, -0.21003, 6.77217)
H (1.64529, -2.06512, -1.88975)
Si (0.95321, -4.46285, -4.41404)
N (-2.16744, 0.35742, 11.60480)
C (-1.31618, -3.72716, 4.18996)
C (2.04016, 2.17389, -3.64662)
H (0.60306, -0.83542, -4.31433)
O (1.66114, -3.07394, -3.71235)
H (2.49213, -6.24084, -3.37709)
O (4.00809, 0.57681, -7.27420)
H (-3.91489, -0.93648, -1.10930)
C (0.90228, -2.38106, -2.72206)
H (6.05781, 0.93723, -6.76555)
C (-2.62359, 2.96743, -0.75874)
N (0.78539, 0.14524, -2.36640)
H (-3.53973, 4.31963, 0.87653)
H (3.53275, 6.75497, -5.58848)
H (-3.82981, 5.10551, -2.30920)
C (2.34321, -5.82397, -4.44786)
H (-3.61392, 1.89304, 1.69308)
O (-3.63726, 6.55473, -0.48444)
C (-1.44417, 0.87693, 10.59557)
H (2.48622, 4.29761, -5.42489)
H (-2.21927, -1.19636, 0.11665)
H (-5.05060, -1.66494, 0.25462)
C (-1.22498, -3.05400, 7.85309)
C (-1.22406, 0.58669, -0.74078)
H (3.34077, -5.34505, -4.75254)
H (3.53144, -0.02781, -7.89414)
H (4.32293, -1.23528, -5.37999)
H (-5.36407, 1.37657, -0.27340)
C (3.14927, 6.68433, -4.50599)
C (0.44980, -4.26221, -6.28055)
H (-0.45541, -3.58501, -6.42946)
H (-1.80716, -4.70036, 4.23120)
H (5.74702, -0.38372, -8.00146)
H (5.64393, -2.04271, -6.37043)
H (-3.10685, -2.55137, 10.24305)
H (-3.30477, -1.22568, 12.33453)
H (-2.42199, -1.39980, 4.61864)
H (2.93870, 5.00600, -2.98706)